C8H4NO5SSn | wB97M-V/def2-TZVPD

Cartesian coordinates (Å):
O1 -0.16117 4.90079 -5.26729
C1 -0.14551 3.96942 -4.61708
Sn1 -0.11852 0.98335 -0.54865
O2 -0.18431 3.24931 1.51509
C2 0.03982 2.33651 0.84451
C3 -0.54024 -3.32633 -1.16561
O3 -0.47865 -4.18355 -1.98181
C4 2.49390 0.33207 -0.39369
O4 3.54139 0.20334 -0.83956
C5 -2.22751 0.37120 -0.49998
O5 -3.19885 -0.15246 -0.14467
H1 0.37649 1.51763 -1.99970
S1 -0.83603 -2.42589 2.58423
C6 0.58093 -1.52594 2.86538
C7 0.86964 -0.62425 1.83912
N1 -0.07866 -0.72092 0.79824
C8 -0.99311 -1.64342 1.04034
H2 1.22188 -1.62130 3.75525
H3 1.73298 0.15864 1.76408
H4 -1.89451 -1.79817 0.45183

Calculated values
**HOMO level (spin up / spin down)**: -10.0 / -9.9 eV
**Charge**: +1
**Total energy**: -1350.182114 Eh



C8H4O | wB97M-V/def2-TZVPD

Cartesian coordinates (Å):
C1 -2.31970 -1.38054 -0.02791
C2 -2.55685 -0.10973 -0.07845
C3 1.37459 -0.63457 0.13525
C4 1.43683 0.70181 -0.08188
C5 0.20973 -1.38978 -0.01385
C6 0.28481 1.49211 -0.04979
C7 -0.91722 -0.62841 -0.04091
C8 -0.86882 0.80021 0.07993
O1 -2.12212 1.27388 0.07948
H1 2.32330 -1.27259 0.24728
H2 2.46904 1.03865 -0.10049
H3 0.31531 -2.50829 0.01903
H4 0.37111 2.61726 -0.16769

Calculated values
**HOMO level**: -9.1 eV
**Charge**: 0
**Total energy**: -382.239272 Eh



C8H5AlN2O5 | wB97M-V/def2-TZVPD

Cartesian coordinates (Å):
O1 -4.10162 2.83709 -4.85250
C1 -3.52774 2.13049 -4.12915
Al1 -0.93580 0.83895 -0.04812
O2 -0.79866 -1.33909 -2.61416
C2 -0.85333 -0.53507 -1.78085
C3 1.21606 2.06030 -0.32960
O3 2.05534 2.88522 -0.13474
C4 -2.54128 -0.20153 0.88212
O4 -3.35261 -0.80977 1.45041
C5 1.13591 0.81461 -1.21463
O5 2.04509 0.30417 -1.84994
H1 -2.62792 1.09584 0.01293
N1 1.74756 -0.07589 1.11765
C6 2.29982 -1.00204 1.86896
C7 1.38000 -2.01755 2.02771
C8 0.18684 -1.58162 1.46221
N2 0.40979 -0.34825 0.99293
H2 2.24017 0.79639 0.99433
H3 3.32090 -0.93671 2.14767
H4 1.50703 -2.92637 2.51986
H5 -0.80554 -1.98918 1.47689

Calculated values
**HOMO level (spin up / spin down)**: -18.0 / -18.1 eV
**Charge**: +2
**Total energy**: -1035.062836 Eh



C8H5AuN2O5 | wB97M-V/def2-TZVPD

Cartesian coordinates (Å):
O1 1.29788 0.89299 -4.01839
C1 0.83275 0.54571 -3.04384
Au1 -0.47518 -1.31679 -0.44584
O2 -3.25022 -0.01484 -1.23827
C2 -2.22117 -0.52413 -1.19639
C3 -1.14645 -2.20462 1.55329
O3 -1.22953 -2.94036 2.41815
C4 1.60365 -1.58685 -0.15325
O4 2.07146 -2.21859 0.74612
C5 -0.49274 -2.90803 -1.91776
O5 -0.48262 -3.91205 -2.46143
H1 2.17384 -1.00488 -0.93574
N1 0.50399 2.10323 2.04980
C6 -0.04570 2.88279 1.06133
C7 -0.37542 2.01524 0.05421
N2 -0.03031 0.73293 0.44065
C8 0.50766 0.82658 1.64934
H2 0.85063 2.41847 2.96433
H3 -0.17438 3.95728 1.13268
H4 -0.81890 2.22976 -0.90193
H5 0.90075 0.02616 2.24293

Calculated values
**Multiplicity**: 3
**<S²>**: 2.010
**HOMO level (spin up / spin down)**: -16.6 / -16.9 eV
**Charge**: +2
**Total energy**: -928.455552 Eh



C8H5Cl2FeNO3Ti | wB97M-V/def2-TZVPD

Cartesian coordinates (Å):
Fe1 -2.69160 1.94235 0.34178
Ti1 -1.18334 -0.09663 0.25986
Cl1 -0.48614 2.18990 0.45873
Cl2 -2.68440 -1.14537 -0.99471
C1 -1.17773 -1.27362 1.82270
C2 -2.97169 3.65105 0.96002
C3 -4.35397 1.24038 0.67891
O1 -1.12358 -2.17405 2.57126
O2 -2.70247 4.77468 1.07095
O3 -5.44925 1.50990 0.97263
C4 3.33095 -1.15194 -1.25447
C5 2.22861 -1.94107 -1.61180
C6 0.97636 -1.66522 -1.06284
N1 0.78945 -0.60165 -0.22818
C7 1.89222 0.05220 0.25571
C8 3.18025 -0.15665 -0.26824
H1 4.33286 -1.38368 -1.61911
H2 2.31452 -2.79756 -2.29206
H3 0.07049 -2.21997 -1.24610
H4 1.69353 0.79560 1.04467
H5 4.01492 0.45136 0.14029

Calculated values
**Multiplicity**: 7
**<S²>**: 12.050
**HOMO level (spin up / spin down)**: -25.6 / -26.2 eV
**Charge**: +4
**Total energy**: -3619.940853 Eh



C8H5Cl2MoNO4Te4 | wB97M-V/def2-TZVPD

Cartesian coordinates (Å):
Mo1 1.44329 -0.31286 -0.42563
O1 -0.20075 3.15155 -1.58966
C1 0.13814 2.20746 -0.96766
O2 1.06973 1.28218 -1.35639
C2 -0.59299 1.74485 0.24778
C3 -1.75274 2.30061 0.89896
C4 -2.34909 1.62721 1.94687
C5 -1.89885 0.35283 2.27738
C6 -0.73739 -0.10606 1.68372
N1 -0.08316 0.64764 0.75515
C7 -0.14343 -1.45681 1.80171
O3 -0.38355 -2.29530 2.59393
O4 0.80963 -1.59808 0.83891
H1 -2.14821 3.26773 0.64903
H2 -3.15128 2.07917 2.46973
H3 -2.42361 -0.25640 3.01199
Te1 3.25334 0.73746 1.24186
Te2 5.74654 0.43419 0.41207
Te3 5.60487 -1.06776 -1.75214
Te4 2.95989 -1.60576 -2.08589
Cl1 -0.93883 -0.77754 -1.59253
C8 -1.10802 -2.29531 -2.54919
Cl2 0.21851 -2.79068 -3.55923
H4 -1.99602 -2.21913 -3.16204
H5 -1.33602 -3.05119 -1.78875

Calculated values
**HOMO level (spin up / spin down)**: -15.3 / -15.3 eV
**Charge**: +2
**Total energy**: -2723.688104 Eh